{
  "formula": "C30H37F25NO17S2",
  "method": "ωB97M-V/def2-TZVPD",
  "elements": ["C", "C", "O", "C", "S", "O", "O", "N", "S", "O", "O", "C", "F", "F", "C", "F", "F", "C", "F", "F", "F", "H", "H", "H", "H", "H", "H", "H", "C", "C", "O", "C", "O", "C", "F", "F", "F", "H", "H", "H", "H", "H", "C", "C", "O", "C", "O", "C", "F", "F", "F", "H", "H", "H", "H", "H", "C", "C", "O", "C", "O", "C", "F", "F", "F", "H", "H", "H", "H", "H", "C", "C", "O", "C", "O", "C", "F", "F", "F", "H", "H", "H", "H", "H", "C", "C", "O", "C", "O", "C", "F", "F", "F", "H", "H", "H", "H", "H", "C", "C", "O", "C", "O", "C", "F", "F", "F", "H", "H", "H", "H", "H"],
  "coordinates": [[-7.650, -0.445, 0.325], [-7.317, 1.101, 0.677], [-7.402, 1.399, 2.084], [-5.950, 1.588, -0.014], [-4.430, 0.780, 0.660], [-4.462, -0.666, 0.189], [-4.510, 0.715, 2.178], [-2.976, 1.603, 0.297], [-2.633, 1.586, -1.367], [-3.776, 1.214, -2.269], [-2.222, 3.001, -1.738], [-1.096, 0.555, -1.773], [-0.502, 1.044, -2.954], [-0.123, 0.774, -0.748], [-1.360, -1.019, -1.789], [-0.092, -1.626, -2.065], [-1.729, -1.524, -0.521], [-2.354, -1.544, -2.922], [-3.672, -1.744, -2.467], [-1.937, -2.821, -3.388], [-2.438, -0.733, -4.050], [-7.165, -0.629, -0.697], [-7.267, -1.166, 1.099], [-8.784, -0.498, 0.189], [-8.156, 1.706, 0.170], [-7.859, 0.663, 2.547], [-5.903, 2.732, -0.037], [-6.038, 1.272, -1.116], [0.399, -1.173, 1.834], [1.688, -1.931, 2.082], [2.565, -1.183, 2.943], [2.294, -1.244, 4.259], [1.386, -1.866, 4.739], [3.328, -0.448, 5.050], [3.569, 0.766, 4.514], [4.519, -1.084, 5.102], [2.957, -0.229, 6.321], [0.611, -0.175, 1.443], [-0.229, -1.704, 1.120], [-0.166, -1.039, 2.759], [2.219, -2.070, 1.138], [1.499, -2.926, 2.494], [6.324, -0.805, 2.548], [6.285, 0.336, 1.552], [7.217, 0.111, 0.480], [6.807, -0.731, -0.487], [5.744, -1.287, -0.499], [7.867, -0.840, -1.580], [9.110, -1.013, -1.081], [7.917, 0.267, -2.347], [7.651, -1.870, -2.414], [7.344, -0.963, 2.911], [5.676, -0.596, 3.400], [6.000, -1.742, 2.090], [6.590, 1.263, 2.042], [5.277, 0.497, 1.160], [-11.800, 2.884, 5.468], [-12.514, 3.776, 4.472], [-11.712, 3.975, 3.299], [-11.731, 2.975, 2.398], [-12.361, 1.960, 2.525], [-10.879, 3.334, 1.184], [-9.683, 3.845, 1.528], [-11.478, 4.259, 0.405], [-10.628, 2.276, 0.397], [-10.812, 3.287, 5.704], [-12.375, 2.798, 6.392], [-11.646, 1.882, 5.062], [-12.674, 4.763, 4.912], [-13.497, 3.379, 4.205], [8.057, 0.973, -5.673], [6.948, 1.153, -6.690], [6.430, 2.491, -6.649], [7.156, 3.422, -7.295], [8.182, 3.197, -7.880], [6.471, 4.783, -7.214], [6.046, 5.072, -5.970], [5.388, 4.846, -8.014], [7.279, 5.791, -7.584], [7.712, 1.254, -4.675], [8.396, -0.064, -5.649], [8.913, 1.611, -5.904], [6.117, 0.488, -6.448], [7.280, 0.898, -7.700], [-8.061, -6.213, 4.097], [-9.162, -6.026, 3.072], [-9.671, -4.685, 3.109], [-8.932, -3.759, 2.466], [-7.906, -3.991, 1.891], [-9.607, -2.392, 2.541], [-10.042, -2.097, 3.783], [-10.685, -2.320, 1.734], [-8.787, -1.390, 2.176], [-8.413, -5.929, 5.092], [-7.730, -7.252, 4.123], [-7.199, -5.581, 3.872], [-10.000, -6.685, 3.308], [-8.824, -6.284, 2.064], [11.651, 0.560, -1.123], [11.901, -0.437, -2.237], [13.064, -0.071, -2.998], [14.250, -0.401, -2.455], [14.382, -0.962, -1.401], [15.392, -0.001, -3.386], [15.248, 1.249, -3.869], [15.475, -0.817, -4.455], [16.590, -0.039, -2.780], [11.583, 1.574, -1.524], [10.727, 0.327, -0.597], [12.470, 0.558, -0.399], [11.058, -0.430, -2.931], [11.995, -1.456, -1.855]],
  "charge": -1,
  "homo_lumo_gap_ev": 8.01,
  "lumo_energy_ha": 0.060
}

{
  "formula": "C30H37N7O4",
  "method": "ωB97M-V/def2-TZVPD",
  "elements": ["C", "C", "C", "C", "C", "O", "O", "C", "O", "N", "O", "H", "H", "H", "H", "H", "H", "H", "N", "C", "C", "C", "C", "H", "H", "H", "H", "H", "N", "C", "C", "C", "C", "H", "H", "H", "H", "H", "N", "C", "C", "C", "C", "H", "H", "H", "H", "H", "N", "C", "C", "C", "C", "H", "H", "H", "H", "H", "N", "C", "C", "C", "C", "H", "H", "H", "H", "H", "N", "C", "C", "C", "C", "H", "H", "H", "H", "H"],
  "coordinates": [[-3.281, 3.117, -3.600], [-2.119, 2.564, -3.152], [-1.774, 2.533, -1.696], [-1.868, 1.265, -0.786], [-1.383, 1.937, 0.476], [-1.800, 1.899, 1.588], [-0.306, 2.700, 0.103], [-0.343, 2.894, -1.325], [-0.049, 4.210, -1.646], [1.419, 4.365, -1.682], [1.753, 5.225, -0.999], [-4.248, 2.705, -3.314], [-3.306, 4.005, -4.225], [-1.429, 2.142, -3.883], [-2.375, 3.250, -1.130], [-2.832, 0.774, -0.742], [-1.050, 0.573, -1.011], [0.417, 2.247, -1.777], [-3.491, 1.731, 4.360], [-4.562, 1.322, 5.108], [-4.358, 1.737, 6.396], [-3.114, 2.426, 6.426], [-2.607, 2.408, 5.154], [-3.364, 1.568, 3.375], [-5.374, 0.773, 4.662], [-5.024, 1.566, 7.225], [-2.648, 2.884, 7.283], [-1.699, 2.815, 4.745], [-2.958, -2.519, 3.489], [-3.821, -1.478, 3.286], [-4.883, -1.954, 2.562], [-4.650, -3.337, 2.323], [-3.454, -3.655, 2.909], [-2.091, -2.456, 3.990], [-3.609, -0.499, 3.672], [-5.734, -1.377, 2.239], [-5.287, -4.018, 1.784], [-2.918, -4.587, 2.964], [4.930, 6.887, -2.616], [6.120, 7.556, -2.706], [6.425, 8.037, -1.461], [5.378, 7.639, -0.586], [4.471, 6.929, -1.327], [4.465, 6.434, -3.380], [6.645, 7.633, -3.643], [7.301, 8.609, -1.205], [5.300, 7.849, 0.467], [3.547, 6.456, -1.052], [-2.085, -1.092, -3.589], [-1.270, -1.866, -2.813], [-0.692, -2.812, -3.613], [-1.176, -2.596, -4.934], [-2.029, -1.525, -4.886], [-2.634, -0.321, -3.253], [-1.169, -1.681, -1.756], [0.002, -3.571, -3.291], [-0.924, -3.159, -5.816], [-2.597, -1.038, -5.660], [0.259, -5.822, -0.842], [1.323, -6.311, -0.132], [1.392, -5.623, 1.051], [0.323, -4.686, 1.056], [-0.357, -4.836, -0.124], [-0.028, -6.138, -1.750], [1.936, -7.103, -0.529], [2.125, -5.773, 1.826], [0.081, -3.984, 1.835], [-1.223, -4.327, -0.513], [4.501, -4.698, -0.334], [5.735, -5.268, -0.189], [6.601, -4.294, 0.236], [5.855, -3.090, 0.354], [4.563, -3.374, -0.003], [3.669, -5.177, -0.631], [5.894, -6.312, -0.398], [7.650, -4.430, 0.440], [6.225, -2.128, 0.666], [3.687, -2.751, -0.048]],
  "homo_lumo_gap_ev": 7.10,
  "smiles": "C=C[C@H]1CC(=O)O[C@@H]1ON=O.c1cc[nH]c1.c1cc[nH]c1.c1cc[nH]c1.c1cc[nH]c1.c1cc[nH]c1.c1cc[nH]c1",
  "lumo_energy_ha": -0.035
}

{
  "formula": "C30H38AgN2O3S",
  "method": "ωB97M-V/def2-TZVPD",
  "elements": ["O", "C", "C", "C", "C", "C", "C", "C", "C", "C", "C", "N", "C", "C", "C", "C", "C", "N", "C", "C", "C", "C", "C", "C", "C", "O", "C", "C", "C", "C", "C", "C", "C", "O", "C", "S", "H", "H", "H", "H", "H", "H", "H", "H", "H", "H", "H", "H", "H", "H", "H", "H", "H", "H", "H", "H", "H", "H", "H", "H", "H", "H", "H", "H", "H", "H", "H", "H", "H", "H", "H", "H", "H", "H", "Ag"],
  "coordinates": [[4.030, 1.420, 3.639], [2.982, 2.242, 3.118], [1.695, 2.085, 3.913], [1.217, 0.625, 3.932], [-0.115, 0.502, 4.685], [-1.276, 1.149, 3.973], [-1.755, 2.360, 4.461], [-2.826, 2.986, 3.832], [-3.471, 2.388, 2.762], [-3.016, 1.155, 2.313], [-1.901, 0.545, 2.889], [-1.438, -0.726, 2.481], [-1.632, -1.130, 1.108], [-0.757, -2.057, 0.578], [0.465, -2.554, 1.321], [1.767, -1.857, 0.854], [2.392, -2.598, -0.315], [3.743, -2.167, -0.660], [3.851, -0.802, -1.158], [4.316, -0.662, -2.593], [4.367, -1.707, -3.507], [4.776, -1.495, -4.817], [5.137, -0.227, -5.243], [5.090, 0.835, -4.348], [4.688, 0.609, -3.045], [4.597, 1.695, -2.182], [-1.037, -2.587, -0.679], [-2.123, -2.164, -1.428], [-2.992, -1.196, -0.933], [-4.171, -0.764, -1.769], [-4.093, 0.650, -2.350], [-5.272, 0.887, -3.327], [-4.881, 0.732, -4.800], [-5.889, 0.112, -5.590], [-2.726, -0.721, 0.353], [-3.944, 0.352, 1.068], [4.089, 0.629, 3.101], [2.776, 1.943, 2.088], [3.336, 3.270, 3.115], [0.930, 2.658, 3.384], [1.814, 2.449, 4.933], [1.953, 0.016, 4.450], [1.118, 0.283, 2.901], [-0.355, -0.528, 4.944], [0.023, 1.023, 5.633], [-1.280, 2.823, 5.312], [-3.120, 3.980, 4.223], [-4.317, 2.872, 2.294], [-1.844, -1.448, 3.070], [0.573, -3.616, 1.112], [0.306, -2.406, 2.385], [2.484, -1.744, 1.666], [1.503, -0.839, 0.551], [1.727, -2.578, -1.184], [2.470, -3.648, -0.019], [4.109, -2.815, -1.339], [4.562, -0.258, -0.532], [2.906, -0.263, -1.071], [4.069, -2.701, -3.205], [4.805, -2.312, -5.524], [5.444, -0.041, -6.261], [5.352, 1.838, -4.648], [5.341, 1.668, -1.571], [-0.374, -3.342, -1.069], [-2.310, -2.593, -2.403], [-5.116, -0.881, -1.235], [-4.224, -1.449, -2.616], [-4.177, 1.389, -1.562], [-3.166, 0.790, -2.902], [-6.055, 0.152, -3.126], [-5.733, 1.857, -3.156], [-3.957, 0.154, -4.881], [-4.744, 1.706, -5.259], [-6.198, -0.678, -5.139], [-4.516, 4.728, 5.004]],
  "charge": 1,
  "homo_lumo_gap_ev": 3.83,
  "lumo_energy_ha": -0.232
}

{
  "formula": "C30H38AsN4O5Tb",
  "method": "ωB97M-V/def2-TZVPD",
  "elements": ["Tb", "O", "C", "C", "N", "C", "C", "O", "O", "C", "C", "O", "O", "H", "H", "H", "H", "H", "H", "H", "H", "H", "N", "C", "C", "C", "N", "C", "C", "N", "C", "H", "H", "H", "H", "H", "H", "H", "H", "H", "H", "H", "H", "H", "H", "H", "H", "C", "C", "C", "C", "C", "C", "As", "C", "C", "C", "C", "C", "C", "C", "C", "C", "C", "C", "C", "H", "H", "H", "H", "H", "H", "H", "H", "H", "H", "H", "H", "H"],
  "coordinates": [[9.177, 8.524, 12.096], [8.032, 8.385, 10.164], [7.785, 6.986, 9.762], [9.070, 6.248, 9.738], [9.725, 6.226, 11.080], [9.286, 5.206, 12.058], [8.773, 5.803, 13.356], [9.105, 5.267, 14.424], [8.089, 6.907, 13.227], [11.184, 6.224, 10.909], [11.705, 7.655, 10.610], [12.703, 7.811, 9.922], [10.990, 8.685, 11.038], [8.085, 9.007, 9.431], [7.304, 6.962, 8.796], [7.125, 6.665, 10.552], [9.661, 6.810, 9.016], [8.877, 5.218, 9.325], [10.132, 4.525, 12.206], [8.433, 4.652, 11.590], [11.390, 5.582, 10.027], [11.689, 5.860, 11.824], [8.321, 7.352, 16.074], [8.901, 8.681, 15.500], [10.275, 8.983, 16.050], [10.950, 9.997, 15.092], [11.121, 9.358, 13.786], [10.062, 11.304, 14.959], [8.593, 11.001, 14.644], [8.349, 10.603, 13.201], [8.022, 9.878, 15.536], [8.665, 6.469, 15.524], [7.306, 7.485, 15.878], [8.481, 7.235, 17.056], [9.064, 8.412, 14.435], [10.922, 8.056, 16.119], [10.282, 9.457, 17.082], [11.939, 10.377, 15.533], [11.625, 8.509, 13.927], [11.618, 9.892, 13.033], [10.476, 11.987, 14.207], [10.139, 11.936, 15.915], [7.983, 11.913, 14.834], [8.626, 11.393, 12.610], [7.334, 10.465, 13.028], [6.968, 9.684, 15.193], [7.926, 10.259, 16.572], [4.642, 15.055, 6.461], [4.795, 13.686, 6.235], [5.728, 12.993, 6.971], [6.569, 13.600, 7.904], [6.562, 14.970, 7.994], [5.540, 15.700, 7.328], [7.733, 12.380, 8.957], [9.174, 13.594, 9.396], [9.084, 14.545, 10.415], [10.147, 15.464, 10.561], [11.323, 15.324, 9.786], [11.452, 14.328, 8.802], [10.391, 13.391, 8.671], [10.272, 12.323, 7.604], [11.216, 12.013, 6.633], [10.897, 11.037, 5.685], [9.576, 10.566, 5.631], [8.566, 10.972, 6.537], [8.933, 11.809, 7.561], [3.817, 15.576, 6.001], [4.173, 13.146, 5.463], [5.710, 11.907, 6.907], [7.185, 15.489, 8.697], [5.502, 16.794, 7.495], [8.210, 14.589, 11.072], [10.039, 16.284, 11.261], [12.180, 15.977, 9.988], [12.317, 14.216, 8.141], [12.152, 12.517, 6.606], [11.677, 10.664, 5.010], [9.293, 9.823, 4.869], [7.598, 10.509, 6.529]],
  "e_above_lowest_kj_mol": 320.93,
  "charge": 2,
  "multiplicity": 7,
  "homo_lumo_gap_ev": [5.57, 6.76],
  "lumo_energy_ha": [-0.243, -0.199]
}

{
  "formula": "C30H38F11N6O",
  "method": "ωB97M-V/def2-TZVPD",
  "elements": ["N", "C", "C", "C", "C", "C", "O", "C", "N", "N", "C", "C", "C", "C", "C", "C", "C", "N", "N", "N", "C", "C", "C", "C", "F", "F", "F", "C", "C", "C", "C", "F", "C", "F", "F", "C", "F", "F", "C", "F", "F", "F", "H", "H", "H", "H", "H", "H", "H", "H", "H", "H", "H", "H", "H", "H", "H", "H", "H", "H", "H", "H", "H", "H", "H", "H", "H", "H", "H", "H", "H", "H", "H", "H", "C", "C", "C", "C", "C", "C", "H", "H", "H", "H", "H", "H"],
  "coordinates": [[2.540, -0.930, 3.242], [2.150, -0.301, 2.196], [0.762, -0.668, 1.580], [0.665, -0.456, -0.015], [0.831, 1.094, -0.310], [0.753, 2.153, 0.821], [-0.287, 2.197, 1.760], [0.784, 3.592, 0.078], [2.171, 4.098, -0.100], [1.811, -1.299, -0.460], [3.077, -0.762, -0.918], [4.333, -0.676, -0.203], [5.562, -0.151, -0.775], [5.614, 0.301, -2.149], [4.364, 0.221, -2.910], [3.149, -0.305, -2.324], [1.635, -2.454, -1.212], [2.540, -3.426, -1.146], [2.404, -4.627, -1.868], [0.505, -2.704, -2.004], [-0.398, -1.553, -1.974], [-1.554, -1.797, -2.990], [-1.971, -3.302, -3.258], [-1.124, -4.043, -4.340], [0.000, -3.406, -4.764], [-1.923, -4.418, -5.378], [-0.682, -5.244, -3.768], [-0.776, -1.015, -0.502], [-1.202, -2.374, 0.232], [-1.847, -2.397, 1.649], [-3.358, -2.884, 1.690], [-3.546, -4.050, 0.917], [-1.997, -0.075, -0.449], [-3.146, -0.899, -0.570], [-2.215, 0.424, 0.844], [-2.375, 1.160, -1.328], [-3.756, 1.338, -1.209], [-1.944, 2.318, -0.676], [-2.121, 1.393, -2.844], [-2.232, 2.763, -3.029], [-0.922, 1.086, -3.397], [-3.097, 0.919, -3.683], [3.473, -0.553, 3.474], [2.845, 0.471, 1.789], [0.717, -1.768, 1.830], [-0.104, -0.220, 2.119], [0.195, 1.291, -1.225], [1.829, 1.377, -0.762], [1.733, 2.170, 1.376], [-0.965, 2.875, 1.613], [0.250, 3.531, -0.909], [0.248, 4.371, 0.675], [2.550, 4.247, 0.841], [2.740, 3.387, -0.567], [4.376, -1.033, 0.848], [6.471, -0.124, -0.128], [6.568, 0.668, -2.574], [4.411, 0.584, -3.963], [2.268, -0.343, -3.012], [3.380, -3.373, -0.574], [1.608, -5.162, -1.502], [2.263, -4.393, -2.854], [0.117, -3.594, -1.689], [0.237, -0.713, -2.379], [-1.181, -1.428, -3.990], [-2.513, -1.256, -2.844], [-3.031, -3.295, -3.632], [-1.992, -3.938, -2.338], [-1.875, -2.962, -0.456], [-0.326, -3.080, 0.334], [-1.773, -1.478, 2.278], [-1.346, -3.177, 2.298], [-4.056, -2.054, 1.432], [-3.564, -3.165, 2.755], [-2.325, 5.599, 5.537], [-1.181, 4.840, 5.322], [-1.250, 3.679, 4.561], [-2.463, 3.283, 4.008], [-3.606, 4.045, 4.220], [-3.538, 5.201, 4.989], [-2.271, 6.503, 6.134], [-0.235, 5.153, 5.749], [-0.360, 3.083, 4.399], [-2.517, 2.379, 3.410], [-4.551, 3.737, 3.788], [-4.430, 5.792, 5.159]],
  "charge": 1,
  "homo_lumo_gap_ev": 7.74,
  "lumo_energy_ha": -0.120
}

Quick rundown of E_tot, same order as above: -5792.23958; -1849.35383; -2046.02233; -4820.96486; -2667.86082 hartree